# C22H36FN2O8PS2

A 3-piece molecular cluster, C22H36FN2O8PS2 overall at a distorted geometry (wB97M-V/def2-TZVPD, the OMol25 dataset).

```
72
C22H36FN2O8PS2 | the OMol25 dataset | wB97M-V/def2-TZVPD
O -5.38059 -1.85222 1.59329
C -5.54337 -2.01059 0.36661
C -6.98869 -2.02148 -0.35890
C -7.06361 -1.38099 -1.63573
S -8.71151 -1.44890 -2.49357
O -8.40478 -1.80718 -3.93326
O -9.51740 -0.20365 -2.33696
F -9.48277 -2.82912 -1.86607
C -5.77784 -0.67175 -2.31792
O -5.85786 0.37976 -2.98228
C -4.39513 -1.46107 -2.05444
C -3.24251 -1.52485 -3.08772
P -3.29543 -0.63820 -4.74996
S -3.11845 1.30343 -4.44764
C -1.99466 -2.36266 -2.71667
C -1.92019 -3.09461 -1.35824
C -3.04634 -3.01210 -0.27578
C -4.30165 -2.17280 -0.65169
H -7.89478 -2.51841 0.12319
H -2.07223 -1.01860 -5.43304
H -4.41132 -0.98487 -5.57467
H -1.12192 -2.45963 -3.43760
H -0.99781 -3.71818 -1.13371
H -3.00650 -3.54616 0.72886
C 2.92500 0.03358 4.48666
O 1.65479 -0.46751 4.87672
C 0.70206 0.56110 5.14618
C -0.38087 0.58689 4.06756
N 0.15346 1.07216 2.79316
C -0.74395 0.86082 1.65450
C -1.09606 -0.58877 1.28677
O -0.00003 -1.34431 0.77819
C 0.83752 -1.91594 1.77271
H 3.62883 -0.80205 4.47796
H 2.88574 0.45821 3.48306
H 3.28898 0.78118 5.19824
H 1.17468 1.54169 5.26203
H 0.23215 0.30854 6.10257
H -1.19649 1.24229 4.38833
H -0.77502 -0.43024 3.97310
H 1.02848 0.59669 2.59821
H -0.25477 1.31600 0.78614
H -1.66773 1.42335 1.82410
H -1.82456 -0.54344 0.47031
H -1.59668 -1.12404 2.10131
H 0.28454 -2.19655 2.67263
H 1.65055 -1.23046 2.01935
H 1.29296 -2.81718 1.35482
C 4.44795 4.36200 -2.20161
O 3.71552 3.19200 -2.53262
C 4.51514 2.17726 -3.14227
C 4.69188 0.98703 -2.19823
N 5.55344 1.32950 -1.06570
C 5.53878 0.33594 0.01108
C 4.20333 0.08295 0.72872
O 3.74313 1.18057 1.51051
C 3.03519 2.17244 0.77899
H 3.73284 5.13582 -1.91434
H 5.11620 4.18269 -1.35696
H 5.01898 4.72456 -3.06164
H 5.48030 2.56403 -3.48461
H 3.96594 1.83679 -4.02630
H 5.13697 0.15237 -2.74872
H 3.69507 0.68387 -1.86176
H 5.25490 2.21838 -0.67988
H 6.26007 0.68092 0.75994
H 5.92195 -0.61255 -0.37929
H 4.37280 -0.73280 1.44038
H 3.41799 -0.27206 0.05218
H 2.46605 1.75014 -0.05304
H 3.72422 2.94047 0.42322
H 2.33511 2.66052 1.46122
```

Its SMILES is O=C1C=C(S(=O)(=O)F)C(=O)c2c([PH2]=S)cccc21.COCCNCCOC.COCCNCCOC. The value obtained for the total energy is -76424.41118 eV.

Results of the Löwdin charge analysis, in e, for atoms 1 through 6:
1 O 0.07
2 C -0.26
3 C 0.07
4 C -0.14
5 S 0.83
6 O -0.32